1.
Below is 11 unconnected molecules or ions with the total composition C44H106F12N7O18S4 at a distorted geometry, with properties calculated with wB97M-V/def2-TZVPD.

Results
Total energy, Eh: -6267.48977
Frontier orbital gap, Ha: 0.1916
E_LUMO, eV: -5.62
HOMO, eV: -10.84
F_max, eV/A: 3.52

ORCA input file:
```
! wB97M-V def2-TZVPD RIJCOSX def2/J DEFGRID3
* xyz 3 1
C -3.3693 8.0666 1.3512
C -4.2523 7.3202 2.3629
C -5.3562 8.2452 2.9809
O -6.0784 7.5145 3.9620
C -6.7795 8.3419 4.9054
N -4.8495 6.0487 1.7142
H -5.4952 6.2745 0.9711
H -4.1350 5.4877 1.2728
H -5.3416 5.4694 2.3792
H -3.8617 8.1068 0.3796
H -2.4008 7.5817 1.2281
H -3.3531 9.1272 1.6021
H -3.7036 6.8601 3.1846
H -6.0339 8.5773 2.1944
H -4.9745 9.1670 3.4198
H -7.6762 8.7364 4.4274
H -6.2800 9.1684 5.4108
H -7.1044 7.6490 5.6816
C 7.6610 -1.5873 -0.1721
N 6.3125 -1.9014 -0.8419
C 6.0729 -3.4391 -1.0287
C 5.1618 -1.3519 0.0434
C 6.2905 -1.0497 -2.1588
C 5.2485 -1.3415 -3.1837
O 5.2387 -2.6530 -3.6896
H 7.7157 -2.0274 0.8236
H 7.7579 -0.5061 -0.0734
H 8.4059 -1.9835 -0.8622
H 6.0637 -3.6839 0.0334
H 6.7835 -3.8612 -1.7393
H 5.0913 -3.5869 -1.4790
H 5.3024 -0.2749 0.1346
H 5.2733 -1.8467 1.0082
H 4.2080 -1.4394 -0.4770
H 7.2061 -1.3407 -2.6738
H 6.3114 0.0007 -1.8686
H 5.2192 -0.5927 -3.9753
H 4.3106 -1.1811 -2.6520
H 4.5107 -2.8927 -4.2676
C -7.4582 -1.2965 -7.0828
N -6.7839 0.1298 -6.8009
C -5.6669 0.2346 -7.8507
C -7.9171 1.1588 -7.0309
C -6.2178 0.1636 -5.3609
C -5.7560 1.4971 -4.7518
O -6.8687 2.2742 -4.5980
H -6.7894 -2.1527 -6.9947
H -7.9957 -1.3715 -8.0280
H -8.1727 -1.2497 -6.2609
H -5.1101 1.1578 -7.6896
H -6.2007 0.2931 -8.7993
H -5.0691 -0.6672 -7.7186
H -8.3516 1.0627 -8.0259
H -7.3949 2.1145 -6.9863
H -8.6671 1.0212 -6.2520
H -5.3685 -0.5176 -5.4147
H -6.8687 -0.3860 -4.6810
H -4.8496 1.9630 -5.1385
H -5.5798 1.3457 -3.6869
H -6.7070 3.1139 -4.1618
C 1.2272 -0.7798 8.2413
N 2.1023 -1.8483 7.5537
C 1.3998 -3.2018 7.4200
C 2.3903 -1.3670 6.1075
C 3.5481 -1.8561 8.1935
C 3.6955 -2.7937 9.3673
O 2.8983 -2.5044 10.5318
H 0.2731 -0.9155 7.7320
H 1.6848 0.1399 7.8768
H 1.3291 -1.0035 9.3033
H 0.5017 -2.9133 6.8740
H 1.2068 -3.6363 8.4008
H 2.0504 -3.8904 6.8809
H 2.8836 -0.3959 6.1481
H 1.4561 -1.2227 5.5647
H 2.9106 -2.1084 5.5010
H 3.8435 -0.8180 8.3460
H 4.1809 -2.2879 7.4182
H 4.6906 -2.9504 9.7836
H 3.3748 -3.7763 9.0215
H 3.3056 -2.6833 11.3825
C 4.2215 7.3319 7.1256
N 4.1515 6.1431 6.0985
C 5.4782 6.1904 5.2194
C 4.0262 4.9588 7.0372
C 2.9471 6.2589 5.1141
C 2.5553 5.0045 4.2955
O 1.3801 4.4586 4.9323
H 4.1234 8.2688 6.5773
H 5.1924 7.3532 7.6207
H 3.4213 7.2993 7.8650
H 5.6605 7.1271 4.6926
H 5.4992 5.3521 4.5232
H 6.3142 6.0947 5.9123
H 3.0292 4.8777 7.4703
H 4.8440 5.0746 7.7484
H 4.1998 3.9914 6.5659
H 3.1632 7.0162 4.3606
H 2.1731 6.5922 5.8055
H 3.2775 4.1890 4.3343
H 2.1779 5.2319 3.2985
H 1.1723 3.7147 4.3622
C 1.8736 6.4139 -6.4691
N 0.9038 5.2256 -6.3473
C -0.2404 5.5869 -5.3335
C 0.3742 5.1421 -7.7710
C 1.7277 4.0220 -5.8362
C 1.1205 2.6963 -6.2770
O -0.2255 2.6141 -5.9977
H 1.3351 7.2618 -6.8925
H 2.6177 5.9943 -7.1462
H 2.1267 6.6728 -5.4410
H -0.7883 6.4970 -5.5779
H 0.2304 5.6421 -4.3519
H -0.9897 4.7958 -5.3614
H -0.4804 4.4778 -7.8994
H 1.1905 4.6957 -8.3389
H 0.0634 6.1210 -8.1360
H 1.9804 4.1125 -4.7798
H 2.7720 4.0564 -6.1465
H 1.6015 1.8166 -5.8495
H 1.2484 2.4987 -7.3413
H -0.3139 1.6613 -6.0748
C -3.6216 -10.0829 -2.5389
C -3.6821 -10.1409 -1.0246
C -2.6091 -9.3155 -0.2681
C -1.1709 -9.4930 -0.8180
N -0.0486 -8.6070 -0.1013
C 0.0624 -9.0336 1.4038
C -0.4906 -7.8047 2.1757
C -0.2690 -6.5273 1.3177
C -0.3630 -7.0638 -0.1441
C 1.3515 -8.8908 -0.8521
C 1.2435 -9.0693 -2.4442
C 2.5993 -9.1158 -3.1586
H -2.7436 -10.6630 -2.8228
H -3.4331 -9.0597 -2.8642
H -4.5496 -10.3661 -3.0355
H -3.7019 -11.1728 -0.6739
H -4.5801 -9.5666 -0.7966
H -2.5849 -9.6638 0.7645
H -2.9574 -8.2916 -0.1326
H -1.2498 -9.2190 -1.8701
H -0.7979 -10.5105 -0.7006
H 1.1066 -9.2162 1.6574
H -0.4312 -9.9785 1.6311
H -0.0265 -7.7469 3.1602
H -1.5691 -7.8830 2.3131
H 0.6074 -5.9293 1.5674
H -1.0346 -5.8032 1.5964
H 0.1865 -6.6227 -0.9757
H -1.3693 -7.0867 -0.5623
H 1.7736 -9.7175 -0.2807
H 2.0140 -8.0568 -0.6203
H 0.5154 -8.4898 -3.0117
H 0.8073 -10.0629 -2.5480
H 2.5865 -9.1931 -4.2458
H 3.3690 -9.8391 -2.8895
H 3.1107 -8.1593 -3.0505
C -4.9327 0.5471 5.9126
F -3.7116 0.7340 5.4275
F -5.5100 -0.5430 5.3535
F -4.8314 0.3717 7.2475
S -5.9731 2.0856 5.5531
O -6.2007 2.1617 4.0945
O -7.1819 1.8841 6.3626
O -5.1940 3.2536 5.9551
C 4.9608 5.6766 -0.9085
F 5.5241 5.1049 0.1704
F 5.2716 5.1101 -2.0614
F 3.6554 5.5595 -0.7134
S 5.4168 7.5041 -1.0479
O 4.9089 7.9795 0.2607
O 6.8883 7.5731 -1.0100
O 4.8168 8.0688 -2.2862
C -1.7158 -4.9318 -6.0752
F -1.5133 -6.1920 -6.2786
F -2.9964 -4.7557 -6.5154
F -1.6980 -4.6197 -4.7522
S -0.4163 -3.8342 -7.0288
O 0.8392 -3.9778 -6.2897
O -0.2766 -4.3468 -8.3918
O -1.0057 -2.4827 -7.0200
C -1.6650 -0.5138 -0.6553
F -1.9430 -0.5934 -1.9725
F -2.7833 -0.7998 -0.0062
F -0.7155 -1.3585 -0.3276
S -0.9762 1.2638 -0.1589
O 0.3937 1.2829 -0.6982
O -1.9433 2.1576 -0.8339
O -0.9370 1.2623 1.2840
*
```

2.
Below is a molecular structure, C44H110BaN7O15 at a distorted geometry, with properties calculated with wB97M-V/def2-TZVPD.

Results
Total energy, Eh: -3278.93964
Frontier orbital gap, Ha: 0.0919
E_LUMO, eV: -4.58
HOMO, eV: -7.08
F_max, eV/A: 2.75

ORCA input file:
```
! wB97M-V def2-TZVPD RIJCOSX def2/J DEFGRID3
* xyz 1 1
Ba -2.2419 5.4865 -2.5831
C 1.4805 -0.7921 -0.4376
C 0.1867 -0.8458 -1.1869
O -0.5011 0.3459 -1.3704
H 1.3380 -0.6623 0.6352
H 2.1755 -0.0428 -0.8164
H 1.9213 -1.7631 -0.6633
H -0.3820 -1.4880 -0.5143
H 0.3507 -1.3235 -2.1529
C -9.7035 -2.4816 -0.5530
O -9.3003 -1.1908 -0.2980
C -8.0712 -1.0504 0.4007
C -7.7260 0.4853 0.5890
N -8.8349 1.2992 1.1100
C -9.3866 1.0053 2.4238
C -10.6714 1.8443 2.6277
O -11.6446 1.5218 1.5988
C -12.6507 2.5502 1.5878
H -9.8913 -3.0582 0.3528
H -9.0760 -3.0921 -1.2023
H -10.6579 -2.5014 -1.0792
H -7.1847 -1.4816 -0.0644
H -8.0612 -1.3841 1.4383
H -7.5195 0.8443 -0.4192
H -6.8705 0.5011 1.2643
H -9.5667 1.1130 0.4392
H -8.5651 1.1744 3.1199
H -9.4890 -0.0799 2.4258
H -10.4470 2.9105 2.6597
H -11.0444 1.6189 3.6268
H -13.0386 2.7840 2.5793
H -13.4937 2.1835 1.0022
H -12.2789 3.4955 1.1925
C -0.7914 -8.0969 5.4571
O 0.0405 -7.4718 4.5002
C 0.9141 -6.4696 4.9731
C 0.4098 -5.0948 4.6245
N -0.6709 -4.8080 5.5860
C -1.3082 -3.5226 5.1565
C -2.4050 -3.0852 6.1254
O -3.5831 -3.9676 6.0646
C -4.6763 -3.6520 6.8924
H -0.2216 -8.7228 6.1440
H -1.6378 -8.5660 4.9554
H -1.3578 -7.3676 6.0362
H 1.8490 -6.6465 4.4415
H 1.2575 -6.4911 6.0074
H 0.1283 -5.1044 3.5715
H 1.1385 -4.2982 4.7743
H -1.3348 -5.5654 5.5109
H -1.7437 -3.7836 4.1919
H -0.6494 -2.6754 4.9660
H -2.7446 -2.0503 6.0840
H -1.9933 -3.1438 7.1330
H -5.4604 -4.4078 6.9365
H -5.1853 -2.7497 6.5534
H -4.2547 -3.4856 7.8837
C -1.9834 5.2966 1.5575
O -2.8735 6.1809 0.9362
C -4.0892 6.4009 1.6355
C -5.1088 7.1765 0.8132
N -5.6362 6.4380 -0.3180
C -6.7948 7.1561 -0.9091
C -6.3025 8.3681 -1.8524
O -5.4627 7.7705 -2.8292
C -5.2470 8.6483 -3.9105
H -2.4771 4.3325 1.6794
H -1.6228 5.7572 2.4772
H -1.1451 5.1663 0.8731
H -3.8446 6.9723 2.5309
H -4.4825 5.4135 1.8770
H -4.6882 8.1058 0.4289
H -5.8953 7.5066 1.4920
H -5.9898 5.5696 0.0574
H -7.5296 7.5811 -0.2254
H -7.3929 6.4348 -1.4659
H -5.7677 9.1507 -1.3142
H -7.1922 8.7972 -2.3132
H -6.1031 8.7632 -4.5753
H -4.4262 8.3129 -4.5444
H -4.9061 9.6192 -3.5510
C 8.7137 3.4311 4.4176
O 9.4827 4.0549 5.4387
C 10.2200 5.2253 4.9331
C 10.6692 6.1384 6.0575
N 11.3124 7.3570 5.6008
C 12.6874 7.1986 5.1545
C 13.5931 7.1872 6.3193
O 14.9113 7.1477 5.6773
C 15.9379 6.8958 6.5946
H 8.1625 2.6270 4.9053
H 9.3913 3.1033 3.6292
H 7.9754 4.0788 3.9450
H 9.6378 5.8801 4.2847
H 11.0008 4.8554 4.2684
H 11.3562 5.6690 6.7616
H 9.8347 6.4566 6.6823
H 10.8592 7.7647 4.7955
H 13.0118 8.0317 4.5309
H 12.7867 6.2832 4.5711
H 13.4144 6.3472 6.9905
H 13.5717 8.1201 6.8827
H 15.8444 7.6046 7.4174
H 16.9070 6.9924 6.1052
H 15.8431 5.9057 7.0404
C 2.1446 5.6506 -2.9840
O 1.2444 4.8794 -3.8505
C 1.8063 4.5918 -5.1875
C 0.7689 3.9957 -6.1470
N -0.3035 4.9397 -6.4320
C -1.3414 4.4283 -7.3119
C -2.2432 3.2846 -6.7939
O -3.2397 3.8147 -5.8598
C -4.4533 4.4128 -6.4303
H 3.0155 5.0612 -2.6972
H 1.6097 5.9217 -2.0737
H 2.5485 6.5437 -3.4608
H 2.5876 3.8373 -5.0958
H 2.2962 5.4506 -5.6463
H 0.4640 3.0295 -5.7449
H 1.2456 3.7014 -7.0820
H 0.1456 5.7433 -6.8475
H -0.8623 4.0744 -8.2247
H -2.0007 5.2248 -7.6571
H -1.7697 2.5637 -6.1275
H -2.6660 2.7671 -7.6550
H -5.0445 3.7204 -7.0297
H -4.1180 5.2069 -7.0974
H -5.1301 4.7843 -5.6609
C 15.0902 -13.5831 3.6241
O 13.8311 -13.0521 3.6034
C 13.5279 -12.1294 4.6664
C 12.2358 -11.3709 4.4276
N 11.9787 -10.2894 5.4070
C 10.7352 -9.4795 5.0662
C 10.7984 -8.6859 3.7155
O 9.6044 -7.8903 3.5997
C 9.6451 -6.6209 2.8167
H 15.2052 -14.2474 2.7676
H 15.3116 -14.2383 4.4666
H 15.7746 -12.7477 3.4762
H 14.4205 -11.5105 4.7588
H 13.4003 -12.7707 5.5384
H 11.3583 -12.0115 4.3393
H 12.4001 -10.8661 3.4756
H 11.8040 -10.5428 6.3689
H 10.6062 -8.7578 5.8729
H 9.9548 -10.2263 4.9201
H 10.8648 -9.3744 2.8730
H 11.6259 -7.9765 3.7256
H 10.0835 -6.8917 1.8562
H 10.1707 -5.7878 3.2833
H 8.6940 -6.2298 2.4554
C -3.6192 -3.2162 -8.4786
O -4.9502 -2.9504 -8.7460
C -5.8946 -2.9406 -7.6521
C -7.2507 -2.2753 -7.9493
N -7.9603 -2.8654 -9.0803
C -9.1128 -2.0483 -9.5052
C -9.8394 -2.6278 -10.7082
O -9.1256 -2.4877 -11.9558
C -9.8522 -2.3466 -13.2368
H -3.6076 -4.1875 -7.9842
H -3.2079 -2.5255 -7.7425
H -2.9574 -3.2188 -9.3447
H -5.4876 -2.4111 -6.7907
H -6.2006 -3.9397 -7.3418
H -7.0682 -1.2169 -8.1353
H -7.8643 -2.2473 -7.0488
H -7.4247 -3.0934 -9.9056
H -8.7587 -1.0496 -9.7609
H -9.7530 -1.8951 -8.6365
H -10.8314 -2.1785 -10.7547
H -10.1477 -3.6560 -10.5187
H -10.4425 -1.4428 -13.3874
H -10.4287 -3.2711 -13.2041
H -9.0778 -2.2306 -13.9951
*
```

Which value of total energy does entry 2 give?
-3278.93964 Eh